A structure of composition C2H2CaCl3O6 in a non-equilibrium geometry. Source: the OMol25 dataset; level of theory: the ωB97M-V functional and the def2-TZVPD basis.

Values from the calculation:
HOMO-LUMO gap (eV): 6.63
Maximum force (eV/A): 6.861

Geometry as ORCA input:
```
! RIJCOSX wB97M-V def2-TZVPD def2/J DEFGRID3
* xyz -3 1
Ca -1.4184 0.9175 -0.0880
Cl -2.3413 1.3828 2.5906
Cl -1.9105 3.1601 -1.4116
Cl -3.4337 -0.8253 -1.1416
O -0.8339 -3.1815 1.7699
O 0.6164 0.7599 -1.5149
O 2.6814 1.3425 -1.1432
O -0.5732 -1.1434 0.9031
O 1.0964 1.7871 0.3459
O 1.0461 -2.5062 0.7727
C -0.1739 -2.3068 1.1498
C 1.4705 1.2241 -0.7124
H 2.4837 1.0077 -2.0209
H 1.2905 -1.6186 0.5005
*
```


A structure of composition C34H42N4S3Tl in a non-equilibrium geometry. Source: the OMol25 dataset; level of theory: the ωB97M-V functional and the def2-TZVPD basis.

Values from the calculation:
HOMO-LUMO gap (eV): 4.72
Maximum force (eV/A): 4.801

Geometry as ORCA input:
```
! RIJCOSX wB97M-V def2-TZVPD def2/J DEFGRID3
* xyz -1 1
Tl -14.4501 16.0445 9.3226
S -17.1105 18.3405 9.2462
S -13.8033 14.5546 12.0500
S -12.7182 17.3308 11.3162
N -14.3663 12.7840 8.6521
N -15.7290 19.9857 11.4118
N -15.5465 17.3587 13.1988
N -13.3702 14.6334 6.8601
C -15.6763 19.1621 9.0412
C -13.6356 14.1993 4.1203
C -14.0961 13.3145 5.0426
C -16.6755 16.7804 12.5236
C -14.8971 10.1920 7.6472
C -13.2704 15.3994 15.3421
C -14.4806 16.5264 13.5252
C -15.0156 10.4797 9.0317
C -12.7591 15.4520 5.9468
C -14.4511 8.6399 5.7737
C -12.8603 15.3116 4.6129
C -13.8049 13.9318 2.5550
C -13.1435 15.0603 1.7479
C -15.0757 19.9786 10.1552
C -14.5355 11.2310 6.8513
C -16.7567 8.8167 6.9067
C -14.9215 19.7329 12.6093
C -16.7879 21.0372 11.5489
C -15.2457 13.6134 2.2317
C -12.3234 14.9571 14.4520
C -15.2030 8.8434 7.0983
C -13.8643 20.6699 10.0153
C -13.3989 16.2037 12.4934
C -14.7498 11.7931 9.4789
C -13.8888 20.1620 7.6257
C -12.4134 15.1098 13.0148
C -14.8525 7.7491 8.1460
C -15.0332 19.4176 7.7823
C -14.3211 16.1453 14.8501
C -13.8942 13.5266 6.4116
C -15.5984 18.7384 13.6035
C -12.9829 12.5978 2.1475
C -14.1928 12.4851 7.3702
C -13.3270 20.8116 8.7617
H -16.6527 19.0514 13.7539
H -14.8476 12.0509 10.5232
H -15.5332 12.5692 2.4106
H -11.9885 12.5339 2.6649
H -12.4918 16.1088 3.9541
H -11.4635 14.3273 14.8398
H -12.0898 15.0769 1.9692
H -15.5383 13.9409 1.2405
H -12.8091 12.6473 1.0871
H -17.3197 21.1760 10.6029
H -12.4185 21.3813 8.7002
H -15.0128 18.8007 14.5130
H -13.8748 19.3221 12.2748
H -13.4724 11.6856 2.4086
H -11.4538 15.0417 12.4655
H -12.1748 16.2164 6.4386
H -17.4845 20.7686 12.3955
H -17.4526 16.5688 13.3050
H -13.3704 21.1415 10.8368
H -17.0841 17.3917 11.7192
H -15.5028 18.8839 6.9208
H -14.2445 11.0091 5.8274
H -14.6896 20.6692 13.1379
H -14.5197 7.6290 5.3265
H -13.5498 16.0614 1.9812
H -13.3945 8.9371 5.9069
H -15.1659 16.3511 15.5427
H -13.5017 20.3582 6.6200
H -14.9434 6.7691 7.6641
H -16.3850 15.8597 12.1217
H -17.2548 8.9408 7.8573
H -13.8224 7.9554 8.4362
H -13.2754 14.8760 0.6876
H -15.4352 9.7981 9.7540
H -15.4574 7.7256 9.0979
H -16.3549 22.0651 11.7145
H -14.8978 9.2713 4.9826
H -17.1760 9.6271 6.3072
H -15.8233 14.2069 2.9408
H -13.1763 15.1449 16.3839
H -14.5112 12.3931 4.6400
H -17.1205 7.8535 6.5143
*
```


An isolated molecule of C4H8N2O3 in a non-equilibrium geometry. Source: the OMol25 dataset; level of theory: the ωB97M-V functional and the def2-TZVPD basis.

Values from the calculation:
HOMO-LUMO gap (spin up / spin down) (eV): 7.18 / 7.94
Maximum force (eV/A): 2.719

Geometry as ORCA input:
```
! RIJCOSX wB97M-V def2-TZVPD def2/J DEFGRID3
* xyz 0 1
O -1.7499 -0.7652 -1.6415
O -1.2979 1.5278 0.9974
O -2.1759 -0.5822 1.2190
N 0.8831 1.1353 -0.6032
N -0.0744 0.7664 -1.5812
C 1.1121 0.2249 0.4402
C 1.7055 -1.1262 0.1171
C -1.1570 0.0275 -0.9557
C -1.4081 0.2308 0.4353
H 0.6105 2.0759 -0.3830
H 2.8513 -1.0535 0.0407
H 1.2945 -1.4521 -0.7722
H 0.2522 0.0961 -2.3695
H 1.3665 -1.7852 0.9621
H -2.6459 -1.3003 0.7623
H 1.5401 0.5819 1.3966
H -1.1068 1.3980 1.9358
*
```


The ion C8H15N2O with charge +1 in a non-equilibrium geometry. Source: the OMol25 dataset; level of theory: the ωB97M-V functional and the def2-TZVPD basis.

Values from the calculation:
HOMO-LUMO gap (eV): 9.90
Structure (SMILES): CCC[NH2+]C1=CC=N[C@]1(C)O
Maximum force (eV/A): 3.952

Geometry as ORCA input:
```
! RIJCOSX wB97M-V def2-TZVPD def2/J DEFGRID3
* xyz 1 1
O 2.4528 1.3597 1.2310
N -0.3137 0.4406 0.1951
N 3.2665 -0.6394 0.0880
C -2.7981 0.3387 0.0951
C -4.0187 -0.6545 0.1829
C 2.6686 1.3664 -1.0990
C -1.5554 -0.2910 0.8038
C 1.2354 -1.5988 -0.3047
C 0.9444 -0.2830 -0.0507
C 2.3852 0.4715 0.0986
C 2.6827 -1.7396 -0.1342
H 3.3053 1.8600 1.1731
H -3.8970 -1.6902 -0.2013
H -4.7950 -0.1644 -0.2566
H 0.1010 1.4213 0.4715
H 3.6902 1.6106 -1.0211
H -2.4430 0.5351 -0.9653
H 2.2141 2.3186 -0.9917
H -3.1432 1.2769 0.4605
H -0.7510 0.7032 -0.7615
H -1.4865 -0.2779 1.8669
H 0.4107 -2.3905 -0.4148
H 3.1419 -2.7412 -0.0844
H -4.3216 -0.8127 1.1590
H 2.5708 0.9074 -2.0038
H -1.5462 -1.3269 0.4637
*
```